Entry 1:
Entry from the OMol25 dataset: C12H21IrN2O5S3 as an isolated structure (ωB97M-V/def2-TZVPD).

```
44
Properties=species:S:1:pos:R:3:forces:R:3:lowdin_charge:R:1
Ir 0.1402 0.0832 -0.5591 -0.87 2.39 3.98 1.1723
S 0.3600 0.7663 -3.0705 0.70 -1.14 0.97 0.9374
S -1.2542 -2.8566 -4.3748 0.34 0.06 -0.15 0.8831
S 1.1591 -2.3117 -1.8314 0.02 0.20 -0.14 0.8437
O -1.9585 0.8529 -0.7819 2.17 -1.97 0.85 -0.1459
O -0.1540 3.4359 2.1114 0.84 2.12 -0.13 0.0651
O 0.6007 2.1328 0.4532 2.32 -2.02 -4.80 -0.0431
O -1.3556 2.3468 -2.3043 -0.25 0.27 0.19 -0.1123
O 0.3605 -0.5164 3.7468 0.09 -0.09 0.33 0.0515
N -0.3956 -0.0101 1.6407 1.34 -2.44 -2.23 -0.0865
N 1.9781 -0.8728 0.7248 -0.43 0.90 -1.10 -0.0632
C -2.0833 1.9605 -1.3899 -0.43 1.51 -0.86 -0.7116
C -1.1690 -0.1227 -3.6401 -0.03 0.39 0.22 -0.4656
C 1.3866 -1.5937 1.8582 -0.41 -0.13 0.43 -0.1614
C 2.3578 -1.2452 -2.7052 -0.32 -0.15 0.15 -0.5130
C -0.0365 2.4473 1.4496 -4.54 -3.20 4.31 -0.6536
C 0.4775 -3.4516 -4.3844 -0.63 0.21 0.08 -0.5248
C -1.1297 -1.0820 -4.8138 0.11 -0.52 0.18 -0.5014
C -3.2460 2.8280 -0.9188 0.23 -0.42 -0.18 0.0235
C -1.0031 1.1562 2.0428 0.54 3.53 -0.94 -0.1442
C 1.0233 -3.7262 -2.9999 -0.11 0.42 0.25 -0.5014
C 0.3868 -0.6584 2.5389 -0.14 -0.02 -1.07 -0.5526
C 1.7606 -0.2725 -3.7072 -0.44 0.22 0.27 -0.4776
H -2.8864 3.4332 -0.0886 0.01 0.05 0.10 0.0894
H 2.5200 0.4658 -3.9670 0.02 -0.02 -0.07 0.0793
H 0.8728 -2.4801 1.4804 0.03 0.02 -0.03 0.1123
H -4.0639 2.2010 -0.5727 -0.05 0.04 0.07 0.0820
H 2.6608 -1.4694 0.2649 -0.10 0.15 -0.15 0.0603
H -1.8034 0.7268 -3.8939 0.03 -0.07 0.09 0.0745
H -0.2778 -0.9533 -5.4770 -0.09 0.09 -0.14 0.0646
H -2.0321 -0.9201 -5.4022 0.07 0.07 -0.08 0.0729
H 2.8381 -0.6691 -1.9114 0.08 -0.11 -0.09 0.0548
H 2.1310 -1.9021 2.6021 -0.07 0.11 -0.25 0.1274
H -1.5979 -0.6100 -2.7608 0.05 0.11 -0.19 0.0469
H 1.4478 -0.7589 -4.6243 0.06 0.00 -0.05 0.0392
H -1.9260 1.3681 1.5090 -0.32 -0.30 0.35 0.0871
H 2.0307 -4.1395 -3.0767 0.00 -0.06 0.14 0.0812
H 2.4597 -0.0456 1.0735 -0.02 -0.02 -0.09 0.1100
H -3.5668 3.4829 -1.7237 0.01 0.01 0.01 0.0810
H 0.3822 -4.4377 -2.4805 0.07 -0.04 0.02 0.0751
H -1.0640 1.3033 3.1226 -0.07 -0.20 -0.24 0.1186
H 0.4651 -4.3949 -4.9319 0.07 0.03 -0.06 0.0743
H 1.0880 -2.7466 -4.9415 0.07 -0.06 -0.06 0.0612
H 3.0960 -1.8968 -3.1806 0.04 0.06 0.10 0.0894
```
Positions in Å, forces in eV/Å.

Its charge is 0. The total energy is -2254.37065 hartree. The value obtained for the HOMO-LUMO gap (alpha / beta) is 5.154 / 5.169 eV. The highest occupied orbital energy (alpha / beta) is -7.3 / -7.3 eV.


Entry 2:
Entry from the OMol25 dataset: C20H23ClIrOPS as an isolated structure (ωB97M-V/def2-TZVPD).

```
48
Properties=species:S:1:pos:R:3:forces:R:3:lowdin_spin:R:1
Ir 0.2405 -0.6782 1.4179 -0.70 0.72 1.01 2.4546
Cl -0.6407 1.2009 2.6597 0.02 -0.67 0.18 0.5584
S -0.8788 -2.9735 3.3027 0.77 -0.41 -0.44 0.0429
P 0.2275 0.7478 -0.1035 0.33 4.62 -6.64 0.1178
O 0.2763 -1.9828 2.6963 -1.33 -3.98 4.30 0.2577
C -2.0946 -1.4779 -2.6681 0.22 -0.06 -0.38 0.0156
C 4.2033 -0.1478 -2.2509 -0.02 -0.20 0.17 0.0058
C -1.1767 0.0121 -1.0188 0.79 -0.35 0.60 0.1120
C -1.0025 -0.7889 -2.1473 0.00 -0.75 -0.20 0.0445
C -1.2258 4.3798 -1.3742 0.46 -0.02 0.20 0.0007
C -3.3611 -1.3853 -2.0679 0.28 0.58 0.49 0.0890
C 0.7928 3.4337 0.3353 -0.03 0.05 -0.07 0.0066
C -2.4333 0.1245 -0.4148 -0.70 -0.32 0.67 0.0676
C -1.0259 3.0129 -1.2198 0.16 -0.35 -0.01 0.0071
C -1.6116 -2.1714 4.7457 0.87 0.23 -0.09 0.0099
C 4.0331 -0.4805 -0.9078 -0.41 0.14 0.34 0.0058
C 0.6028 4.8120 0.1906 -0.28 -0.46 -0.22 -0.0001
C -0.0087 2.5170 -0.3784 -0.30 0.95 0.95 0.0041
C -3.5228 -0.5669 -0.9297 -0.14 -0.15 -0.30 -0.0062
C 1.9599 0.7710 -2.3435 0.61 -0.40 0.13 0.0114
C 0.1684 -4.1844 4.1337 -0.20 -0.03 0.05 0.0020
C -0.4134 5.2632 -0.6629 0.02 0.41 0.12 0.0071
C 3.1816 0.4767 -2.9707 -0.87 0.13 0.68 0.0165
C 2.8184 -0.2062 -0.2651 0.33 -0.27 -0.48 0.0455
C 1.7927 0.3752 -1.0068 -0.44 0.31 0.32 0.0921
H 0.7525 -4.0558 -2.0483 -0.77 -0.14 -0.07 0.0001
H -1.6608 2.3357 -1.7786 0.03 -0.02 0.05 0.0021
H 0.0030 -4.1978 -2.1177 0.78 0.15 0.08 0.0000
H 0.6477 -3.6859 4.9796 0.02 -0.17 -0.13 0.0002
H 4.8072 -0.9476 -0.3120 0.18 0.03 -0.29 0.0003
H 3.2982 0.7402 -4.0088 0.20 0.07 -0.11 0.0016
H 1.2161 5.5331 0.7394 -0.22 -0.39 -0.21 -0.0001
H 5.1384 -0.3901 -2.7490 -0.13 0.09 0.11 0.0002
H 1.5539 3.0523 1.0177 -0.09 0.18 -0.15 0.0007
H 2.6626 -0.4496 0.8009 0.41 0.14 -0.61 0.0216
H -1.9588 -2.1100 -3.5551 -0.07 0.32 0.42 -0.0001
H -1.9928 4.7570 -2.0534 0.22 -0.17 0.28 0.0000
H -2.5064 0.6952 0.5153 -0.27 -0.02 -0.40 -0.0002
H -1.9754 -1.1858 4.4490 -0.02 -0.12 -0.02 0.0000
H 1.1671 1.3133 -2.8565 0.20 -0.18 -0.01 0.0001
H -0.7626 -2.0882 5.4347 -0.57 0.18 0.23 0.0004
H 0.0035 -0.9057 -2.5532 -0.43 -0.06 -0.10 0.0005
H -0.4612 -5.0216 4.4630 -0.03 0.32 0.00 -0.0001
H 0.8976 -4.5828 3.4268 -0.10 0.24 -0.07 0.0000
H -0.5890 6.3398 -0.7600 0.13 -0.42 0.00 0.0004
H -4.4972 -0.4899 -0.4425 0.32 -0.01 -0.19 -0.0015
H -4.2065 -1.9427 -2.4739 0.27 0.17 0.14 0.0040
H -2.4389 -2.7960 5.1305 0.50 0.10 -0.31 0.0016
```
Positions in Å, forces in eV/Å.

Its charge is +2. The multiplicity is 5. The total energy is -2154.41746 hartree. The value obtained for the HOMO-LUMO gap (alpha / beta) is 8.392 / 4.790 eV. The highest occupied orbital energy (alpha / beta) is -14.6 / -14.7 eV.


Entry 3:
Entry from the OMol25 dataset: an isolated ion of composition C5H6N and charge +1 (ωB97M-V/def2-TZVPD).

```
12
Properties=species:S:1:pos:R:3:forces:R:3:lowdin_charge:R:1
N 0.7915 -0.9750 -1.0280 -1.30 0.69 -1.47 0.2389
C 0.0339 0.2472 -0.5910 -1.70 -1.44 2.31 -0.1884
C 0.3176 0.6569 0.7964 -0.72 -1.35 -0.30 -0.0752
C -1.4576 2.2837 1.7228 -0.36 0.55 0.37 0.2906
C -0.9729 1.2339 1.1538 0.08 -1.03 -0.91 -0.3353
C -1.0502 -0.1057 0.4825 1.35 0.02 0.67 0.0245
H 1.3562 -0.6894 -1.8682 0.14 -0.79 1.30 0.2066
H 1.2399 0.4639 1.3041 0.03 -0.02 0.74 0.1486
H -0.0712 0.9743 -1.3154 -0.54 1.12 -1.87 0.1354
H 1.2417 -1.2647 -0.1686 1.03 -0.64 -0.26 0.1630
H -1.5574 -1.0992 0.8532 1.30 2.18 -0.89 0.1923
H 0.1285 -1.7259 -1.3417 0.70 0.70 0.31 0.1991
```
Positions in Å, forces in eV/Å.

Its charge is +1. The total energy is -248.34718 hartree. The value obtained for the HOMO-LUMO gap is 8.942 eV. The highest occupied orbital energy is -13.5 eV.


Going through the records in order, we get ΔE to the lowest compared entry with this formula, charge and spin values of 100.0; 10.9; 168.5 kcal/mol.
Going through the records in order, we get maximum force values of 7.0; 8.1; 3.2 eV/A.